No. 1
2 unconnected molecules or ions with the total composition C7H11N2S. Source: OMol25; level of theory: wB97M-V/def2-TZVPD.

The geometry in XYZ format:
```
21
Properties=species:S:1:pos:R:3:nbo_charge:R:1
S -3.8087 -0.5039 0.5828 0.634
N 0.9231 0.7854 -0.6001 -0.466
N -1.5483 0.4811 0.4896 -0.506
C -3.4690 0.5276 -0.6379 -0.470
C 1.9813 -0.4480 1.0587 -0.504
C 2.4765 -1.0029 -0.3172 -0.421
C -2.2832 -0.3260 1.2020 -0.174
C 1.3514 0.7779 0.5927 0.252
C -2.1869 0.9177 -0.5891 -0.045
C 1.4256 -0.3921 -1.3289 -0.248
H 0.7049 1.3951 1.3391 0.234
H 2.7711 -0.0016 1.8020 0.272
H -0.0979 0.7505 0.0318 0.486
H 3.4336 -0.5371 -0.5041 0.231
H 2.5795 -2.0380 -0.4129 0.248
H -1.9379 -0.8722 2.0037 0.233
H 1.8217 -0.2440 -2.3679 0.257
H -4.0799 0.9170 -1.3796 0.270
H 1.2283 -1.0668 1.5621 0.265
H 0.4224 -0.8636 -1.4267 0.220
H -1.7078 1.7437 -1.1002 0.234
```

Values from the calculation:
HOMO	-13.61	eV
ΔE to the lowest compared entry with this formula, charge and spin	2.823	eV
frontier orbital gap	9.67	eV
max |F|	4.15	eV Å⁻¹
total charge	+1
spin multiplicity	1



No. 2
A molecular structure, C23H27BCl50F3N2O7P2S. Source: OMol25; level of theory: wB97M-V/def2-TZVPD.

The geometry in XYZ format:
```
116
Properties=species:S:1:pos:R:3:lowdin_charge:R:1
Cl -11.5036 -3.8737 -1.1372 0.508
Cl 5.7462 -3.3077 4.2472 0.513
Cl 2.5137 -4.0617 -3.9200 0.514
Cl -6.9372 -9.9734 -0.1300 0.530
Cl 7.4488 -4.1815 2.0926 0.538
Cl -0.8063 -0.6582 7.5337 0.519
Cl 2.3861 -1.5537 -5.3780 0.543
Cl -12.6698 -10.4401 -3.2780 0.509
Cl 2.7113 -5.1671 4.6268 0.516
Cl -8.4881 -3.5370 3.6116 0.509
Cl -4.9521 -2.9764 0.5682 0.547
Cl 9.9953 -4.3857 -2.3399 0.515
Cl -8.2618 -7.5393 -5.0172 0.526
Cl 1.2827 -0.9946 3.1816 0.584
Cl 8.2433 -2.3279 -1.2739 0.524
Cl -12.3275 -0.9806 1.3258 0.525
Cl -9.4049 -3.6267 -3.1293 0.532
Cl 1.9947 5.0365 -2.5314 0.567
Cl -6.3500 -1.0799 -1.1294 0.523
Cl -10.0509 -10.5479 -2.0191 0.498
Cl -10.8520 -12.6226 -3.8895 0.520
Cl 11.0513 -2.3700 -0.5358 0.517
Cl -10.5258 -9.0432 -6.0204 0.531
Cl -10.1131 -0.6514 3.1845 0.509
Cl 1.9061 12.8109 1.6589 0.515
Cl 2.8815 13.2127 -4.5688 0.537
Cl 7.7988 2.0578 -0.1395 0.586
Cl 5.4970 8.1834 0.8562 0.530
Cl 3.3475 10.5952 0.4526 0.553
Cl 7.3696 -5.6983 4.5809 0.521
Cl 4.4259 -1.9494 -3.3530 0.587
Cl -10.9478 -6.8535 -4.1584 0.562
Cl -0.8849 0.9032 3.5408 0.541
Cl -9.7004 -2.0486 0.6826 0.473
Cl -0.1566 -5.1936 4.1685 0.523
Cl -3.5877 -0.5981 -0.3689 0.544
Cl 4.4198 8.7772 3.4890 0.512
Cl 1.7209 13.8630 -1.9877 0.539
Cl -5.8886 -4.4324 4.5557 0.539
Cl -7.4504 -6.1261 2.7856 0.525
Cl 4.6123 13.6723 -2.2875 0.553
Cl 7.2795 8.3986 3.1427 0.512
Cl -8.8317 -4.8908 -0.5787 0.495
Cl 0.8894 -4.2670 6.7128 0.512
Cl -1.3462 -1.5758 2.1022 0.526
Cl 0.9051 -0.9793 9.8571 0.521
Cl -1.1105 -2.9794 9.2508 0.502
Cl -8.1503 -8.0428 -1.9307 0.456
Cl -5.5034 -7.5538 -0.8485 0.540
Cl 4.7581 12.5434 2.1105 0.544
S 1.6336 1.3707 -1.5432 0.783
P 4.1658 0.8066 0.0900 0.848
P 4.1481 5.9142 -0.5306 0.763
F 0.9083 0.5730 0.9173 0.111
F -0.2326 -0.1516 -0.7192 0.146
F 1.6478 -1.0428 -0.3483 0.164
O 4.0903 1.6967 -3.5463 0.046
O 3.0862 3.2250 -0.5625 -0.069
O 4.3216 3.7026 -2.4149 -0.010
O 0.6841 2.4189 -1.4411 -0.251
O 4.3970 6.9791 -1.7898 -0.347
O 1.5761 0.7115 -2.8154 -0.268
O 2.8571 6.5769 0.2691 -0.341
N 4.4363 3.0752 -5.5197 0.175
N 4.5332 -0.5228 -0.6955 -0.292
C 3.3536 1.9982 -1.0877 -0.459
C 3.0928 14.1168 -3.0715 -1.536
C 5.7888 8.9925 2.3920 -1.554
C -9.9544 -7.4627 -5.4927 -1.508
C -11.4011 -11.4935 -2.6476 -1.542
C -7.0392 -4.4597 3.2204 -1.554
C -10.5821 -0.7544 1.4826 -1.521
C 1.0007 0.0949 -0.3122 -0.682
C -0.1789 -0.3068 2.4675 -1.506
C -5.1324 -1.2705 0.1331 -1.534
C 7.2272 4.2094 -1.6338 -0.123
C 1.1771 -4.3684 4.9768 -1.552
C 6.5152 3.0357 -1.0146 -0.669
C 2.7707 -2.3117 -3.8343 -1.535
C 9.6407 -3.3476 -0.9539 -1.571
C 4.3709 2.3595 -2.2716 -0.425
C 6.4490 -4.7086 3.4437 -1.561
C -0.7027 -1.2633 9.1879 -1.553
C -10.0573 -4.6194 -1.8267 -1.552
C 4.1129 2.4903 -4.5557 -0.332
C 3.4387 12.2796 0.9613 -1.546
C -7.0874 -8.2622 -0.5385 -1.543
C 5.8705 2.0823 -2.0334 -0.144
B 3.4075 4.3384 -1.4507 -1.226
H 6.5546 5.0080 -1.9214 0.063
H 1.2379 -3.3605 4.5891 -0.050
H 2.0383 6.1210 0.0384 0.029
H 3.6336 12.8842 0.0873 -0.078
H 4.2324 -0.3770 -1.6612 -0.116
H -11.8205 -12.0676 -1.8328 0.009
H 5.9071 10.0502 2.2099 -0.053
H 7.8249 3.9007 -2.4845 0.084
H 6.3600 2.2593 -2.9836 0.134
H 0.0960 0.1799 1.5413 -0.200
H -7.5274 -7.7491 0.3070 -0.035
H 9.4125 -3.9842 -0.1099 -0.028
H -1.4197 -0.7239 9.7911 0.008
H -10.0455 -6.7748 -6.3222 0.016
H 5.6429 -5.3105 3.0453 0.002
H -10.3378 -5.5811 -2.2447 -0.092
H 5.3422 1.3507 0.6436 0.004
H 3.2957 0.5090 1.1607 0.004
H 6.0890 1.0538 -1.7688 0.069
H -10.3177 0.1784 1.0034 0.015
H 3.1377 15.1691 -3.3158 0.009
H -6.5785 -3.9945 2.3606 -0.065
H 3.5459 7.3872 -1.9878 0.030
H 5.8196 3.3314 -0.2400 0.070
H 7.9238 4.6221 -0.9127 0.066
H -5.4679 -0.7339 1.0103 0.017
H 2.1049 -1.9067 -3.0833 -0.009
```

Values from the calculation:
HOMO	-5.32	eV
frontier orbital gap	6.54	eV
max |F|	9.90	eV Å⁻¹
total charge	-1
spin multiplicity	1



No. 3
A molecular structure, CH2BrN3. Source: OMol25; level of theory: wB97M-V/def2-TZVPD.

The geometry in XYZ format:
```
7
Properties=species:S:1:pos:R:3:nbo_charge:R:1
Br -1.9787 2.2934 0.4518 -0.111
N 0.5382 -1.1024 0.0932 -0.255
N -0.2000 -0.5139 1.1515 -0.354
N 0.3752 0.0931 -0.6898 -0.509
C -0.4227 0.4655 0.3420 0.455
H 1.5079 -1.3160 0.3332 0.366
H 0.1801 0.0803 -1.6819 0.409
```

Values from the calculation:
HOMO	-10.18	eV
ΔE to the lowest compared entry with this formula, charge and spin	4.632	eV
frontier orbital gap	8.65	eV
max |F|	3.92	eV Å⁻¹
spin multiplicity	1



No. 4
12 unconnected molecules or ions with the total composition C24H72N2O12. Source: OMol25; level of theory: wB97M-V/def2-TZVPD.

The geometry in XYZ format:
```
110
Properties=species:S:1:pos:R:3:lowdin_charge:R:1
O 26.4610 0.0460 6.5620 -0.128
O 25.3290 3.5170 -2.3760 -0.146
O 26.1870 -3.6960 1.3290 0.006
O 26.2630 -0.8380 1.0830 -0.004
O 23.8140 -1.8540 6.2530 0.026
O 27.8530 2.2490 -1.8700 -0.163
O 28.3930 -0.4140 -0.8040 -0.110
O 23.7990 1.2990 -1.8900 -0.109
O 28.2390 4.9070 3.1640 0.047
O 23.2230 3.9870 4.3430 0.030
O 27.4460 2.6600 4.6380 -0.131
O 21.1770 -1.0690 2.1960 0.036
N 26.6770 2.9400 6.9010 0.207
N 27.2780 4.7100 5.9850 0.196
C 24.0210 3.1460 3.8990 -0.628
C 28.7950 3.3020 -2.2060 -0.109
C 25.3170 -2.3320 4.5170 -0.026
C 28.1530 -3.8170 0.2450 -0.025
C 26.8200 1.2520 1.4530 -0.018
C 22.8340 -0.1130 0.8300 -0.018
C 26.5750 -0.1520 2.0470 -0.607
C 22.7500 -2.6450 1.4190 0.012
C 27.1620 3.4420 5.8240 -0.523
C 25.8830 -3.5660 -0.9590 -0.009
C 23.5850 -3.9750 5.3960 -0.029
C 25.3540 3.9180 -0.9820 -0.095
C 27.7890 -0.6590 2.8100 0.008
C 26.2710 5.2750 2.0990 -0.027
C 26.6800 -4.1160 0.2760 -0.606
C 28.1770 -0.9020 -2.1160 -0.117
C 24.9420 0.4440 -1.9740 -0.153
C 27.8850 -0.1670 6.4510 -0.138
C 23.5860 2.8950 2.4020 -0.001
C 22.4130 -1.1860 1.8710 -0.563
C 27.8370 5.3680 2.1100 -0.630
C 23.9320 -2.4780 5.1840 -0.625
C 23.9710 1.8970 4.7520 -0.017
C 28.3510 4.8180 0.7910 -0.048
H 22.6230 2.3880 2.5190 0.083
H 25.9730 -0.6650 6.1800 0.017
H 24.9470 3.6550 3.9880 0.098
H 28.3940 -1.9470 -2.1960 0.074
H 23.3040 -1.9550 4.4540 0.123
H 28.6030 -4.0430 -0.6940 0.064
H 25.6880 -1.3420 4.4340 0.039
H 27.7610 1.2270 0.8630 0.076
H 22.5400 -4.0570 5.7740 0.083
H 23.9020 -0.0740 0.6270 0.053
H 27.6950 -1.7550 2.8710 0.085
H 26.5740 1.9600 6.9600 0.068
H 27.0570 2.4390 -2.3820 0.038
H 26.9280 2.0090 2.2010 0.052
H 25.5960 4.9430 -1.0110 0.070
H 28.3570 -2.7060 0.4030 0.095
H 27.6410 5.2000 5.2550 0.060
H 25.4460 -2.7730 3.5510 0.061
H 26.1540 3.4540 -0.5070 0.024
H 26.5300 -5.1580 0.1960 0.126
H 28.1230 3.7560 0.6240 0.065
H 25.7080 0.0010 2.6660 0.119
H 24.4040 -4.4960 5.9700 0.094
H 25.5230 0.3760 -1.0940 0.029
H 25.8660 -4.2850 -1.7500 0.063
H 26.9130 -0.7560 0.3960 0.067
H 28.3720 0.4340 5.6450 0.068
H 27.1710 -0.6920 -2.4280 0.049
H 23.6800 4.6290 4.8510 0.105
H 22.4650 -2.7240 0.4200 0.054
H 29.1350 3.0780 -3.2080 0.069
H 24.6750 -0.5720 -1.9910 0.060
H 24.7690 1.3880 4.1600 0.081
H 24.9650 4.2010 -2.9500 0.107
H 24.3530 3.6800 -0.4950 0.115
H 22.5240 -0.3840 -0.2200 0.098
H 26.0920 -2.9470 4.9410 0.089
H 28.7180 -4.3930 0.9210 0.063
H 23.6040 3.8530 1.9730 0.057
H 26.0720 -2.7480 1.2880 0.060
H 28.4320 0.0890 7.3550 0.074
H 23.7340 -2.8840 1.5210 0.022
H 27.7880 -0.3130 3.8610 0.062
H 24.0370 2.2260 -1.8690 0.016
H 28.8080 -0.4140 -2.8100 0.071
H 24.2020 2.2010 1.9280 0.028
H 24.2620 2.0810 5.7520 0.054
H 28.2240 6.4150 2.0170 0.154
H 25.7490 5.9260 1.3790 0.079
H 27.9910 5.3130 -0.0720 0.055
H 22.0530 -3.2650 1.9920 0.091
H 28.7260 -0.5480 2.3910 0.062
H 28.2630 0.4990 -0.7610 -0.001
H 24.8150 -3.2300 -0.9000 0.087
H 28.0870 -1.2000 6.2900 0.069
H 26.1380 1.6190 0.6430 0.078
H 22.8690 -1.6950 6.4050 0.138
H 23.7050 -4.4690 4.3800 0.090
H 27.5870 5.0220 6.8920 0.134
H 29.4210 4.9690 0.9610 0.094
H 27.8700 4.0980 3.3770 0.025
H 23.0290 1.3100 4.7350 0.092
H 22.5160 0.8530 1.1220 0.035
H 29.6230 3.1400 -1.5040 0.089
H 26.2580 -2.6500 -1.3700 0.031
H 28.3520 4.3480 -2.2300 0.095
H 23.0420 -0.9800 2.6620 0.080
H 25.8020 5.6660 3.0350 0.085
H 25.6290 0.7140 -2.8740 0.111
H 21.0090 -0.3520 2.7700 0.092
H 25.8910 4.2650 1.9670 0.049
H 26.8790 3.3850 7.7250 0.094
```

Values from the calculation:
HOMO	-9.24	eV
SMILES	NC(N)=O.CC(C)O.CC(C)O.CC(C)O.CC(C)O.CC(C)O.CC(C)O.CO.CO.CO.CO.CO
ΔE to the lowest compared entry with this formula, charge and spin	7.932	eV
frontier orbital gap	9.54	eV
max |F|	11.76	eV Å⁻¹
spin multiplicity	1



No. 5
C22H31N3O2 in the gas phase. Source: OMol25; level of theory: wB97M-V/def2-TZVPD.

The geometry in XYZ format:
```
58
Properties=species:S:1:pos:R:3:nbo_charge:R:1
O -2.1645 3.6397 -0.2065 -0.622
O 1.2995 3.5402 -3.4689 -0.622
N 1.3002 1.1759 -0.6820 -0.475
N -1.0088 1.9405 0.7680 -0.648
N 2.9945 2.4202 -2.5437 -0.617
C -2.1245 1.2848 2.9005 -0.422
C 3.5831 1.5201 -1.5824 -0.234
C 2.6800 1.4712 -0.3492 -0.227
C 0.9671 -2.6269 -0.8080 -0.398
C -2.5094 0.0207 0.6278 -0.037
C 1.6957 2.7803 -2.6092 0.669
C -2.6655 -1.2305 1.2137 -0.220
C -2.7128 0.1453 -0.7446 -0.157
C 0.8141 -3.5815 1.5011 -0.397
C -1.1398 3.0148 -0.0442 0.687
C 0.7441 2.2125 -1.5505 -0.139
C 1.0501 -0.1682 -1.1925 -0.210
C 1.3633 -3.7912 0.0943 -0.392
C -2.0936 1.2352 1.3950 0.074
C -3.0499 -0.9540 -1.5122 -0.224
C 0.9281 -1.1007 1.1659 -0.418
C -3.1332 2.0570 2.1092 -0.380
C -3.0051 -2.3304 0.4444 -0.212
C 1.3251 -2.2632 2.0716 -0.392
C 1.4777 -1.2967 -0.2471 -0.225
C -3.1908 -2.1985 -0.9205 -0.222
C 0.1712 3.3880 -0.7322 -0.493
H 2.5718 -1.3455 -0.2013 0.190
H 0.9798 -4.7248 -0.3217 0.208
H -0.2769 -3.5578 1.4613 0.196
H 3.6939 0.5157 -2.0133 0.185
H -0.1222 -2.5851 -0.8844 0.206
H -3.1200 -3.2968 0.9143 0.214
H 1.3675 -2.7829 -1.8126 0.206
H -3.0461 3.1290 2.0511 0.242
H -0.1282 1.4391 0.6950 0.434
H -0.0329 -0.2465 -1.3340 0.216
H 2.6982 2.4496 0.1396 0.204
H -0.1595 -1.0443 1.1134 0.217
H 2.4138 -2.3049 2.1607 0.191
H -1.3323 1.8362 3.3838 0.224
H 1.1122 -4.4101 2.1465 0.207
H 0.9151 -2.1047 3.0709 0.207
H 1.5224 -0.3310 -2.1751 0.173
H -3.4486 -3.0595 -1.5194 0.215
H -2.5133 -1.3578 2.2750 0.213
H 4.5783 1.8823 -1.3084 0.207
H 2.4527 -3.8672 0.1367 0.191
H 3.5831 2.7883 -3.2782 0.408
H 3.0546 0.7316 0.3576 0.215
H -2.4565 0.4229 3.4564 0.211
H -4.1493 1.6943 2.0821 0.220
H -2.6186 1.1178 -1.2045 0.218
H -0.0901 1.7804 -2.1151 0.238
H 1.2971 -0.1655 1.5905 0.204
H 0.8920 3.7132 0.0199 0.215
H -3.2039 -0.8394 -2.5752 0.216
H -0.0303 4.2189 -1.4095 0.261
```

Values from the calculation:
HOMO	-8.81	eV
SMILES	O=C(C[C@H]1C(=O)NCCN1CC1CCCCC1)NC1(c2ccccc2)CC1
ΔE to the lowest compared entry with this formula, charge and spin	0.820	eV
frontier orbital gap	9.39	eV
max |F|	0.60	eV Å⁻¹
spin multiplicity	1



No. 6
A molecular structure, C5H7N. Source: OMol25; level of theory: wB97M-V/def2-TZVPD.

The geometry in XYZ format:
```
13
Properties=species:S:1:pos:R:3:nbo_charge:R:1
N 0.7289 -0.5068 -1.1557 -0.441
C 1.5496 0.9342 0.6821 -0.668
C -1.6121 -0.0368 -0.5497 -0.506
C -0.6093 -1.1157 -1.1044 0.003
C 0.6630 0.0524 -0.0426 0.213
C -0.6712 -0.2804 0.5879 -0.188
H 2.5155 0.3859 0.6327 0.232
H -2.6624 -0.3110 -0.4011 0.236
H -1.2793 0.9424 -0.9913 0.238
H 1.6550 1.7666 0.0764 0.235
H -0.8275 -0.8254 1.4828 0.213
H -0.6901 -2.2567 -0.8670 0.202
H 1.2400 1.2514 1.6500 0.232
```

Values from the calculation:
HOMO (alpha / beta)	-5.64 / -9.94	eV
⟨S²⟩	2.007
ΔE to the lowest compared entry with this formula, charge and spin	1.559	eV
frontier orbital gap (alpha / beta)	6.79 / 9.22	eV
max |F|	6.30	eV Å⁻¹
spin multiplicity	3



Copy entry 5 word for word.
C22H31N3O2 in the gas phase. Source: OMol25; level of theory: wB97M-V/def2-TZVPD.

The geometry in XYZ format:
```
58
Properties=species:S:1:pos:R:3:nbo_charge:R:1
O -2.1645 3.6397 -0.2065 -0.622
O 1.2995 3.5402 -3.4689 -0.622
N 1.3002 1.1759 -0.6820 -0.475
N -1.0088 1.9405 0.7680 -0.648
N 2.9945 2.4202 -2.5437 -0.617
C -2.1245 1.2848 2.9005 -0.422
C 3.5831 1.5201 -1.5824 -0.234
C 2.6800 1.4712 -0.3492 -0.227
C 0.9671 -2.6269 -0.8080 -0.398
C -2.5094 0.0207 0.6278 -0.037
C 1.6957 2.7803 -2.6092 0.669
C -2.6655 -1.2305 1.2137 -0.220
C -2.7128 0.1453 -0.7446 -0.157
C 0.8141 -3.5815 1.5011 -0.397
C -1.1398 3.0148 -0.0442 0.687
C 0.7441 2.2125 -1.5505 -0.139
C 1.0501 -0.1682 -1.1925 -0.210
C 1.3633 -3.7912 0.0943 -0.392
C -2.0936 1.2352 1.3950 0.074
C -3.0499 -0.9540 -1.5122 -0.224
C 0.9281 -1.1007 1.1659 -0.418
C -3.1332 2.0570 2.1092 -0.380
C -3.0051 -2.3304 0.4444 -0.212
C 1.3251 -2.2632 2.0716 -0.392
C 1.4777 -1.2967 -0.2471 -0.225
C -3.1908 -2.1985 -0.9205 -0.222
C 0.1712 3.3880 -0.7322 -0.493
H 2.5718 -1.3455 -0.2013 0.190
H 0.9798 -4.7248 -0.3217 0.208
H -0.2769 -3.5578 1.4613 0.196
H 3.6939 0.5157 -2.0133 0.185
H -0.1222 -2.5851 -0.8844 0.206
H -3.1200 -3.2968 0.9143 0.214
H 1.3675 -2.7829 -1.8126 0.206
H -3.0461 3.1290 2.0511 0.242
H -0.1282 1.4391 0.6950 0.434
H -0.0329 -0.2465 -1.3340 0.216
H 2.6982 2.4496 0.1396 0.204
H -0.1595 -1.0443 1.1134 0.217
H 2.4138 -2.3049 2.1607 0.191
H -1.3323 1.8362 3.3838 0.224
H 1.1122 -4.4101 2.1465 0.207
H 0.9151 -2.1047 3.0709 0.207
H 1.5224 -0.3310 -2.1751 0.173
H -3.4486 -3.0595 -1.5194 0.215
H -2.5133 -1.3578 2.2750 0.213
H 4.5783 1.8823 -1.3084 0.207
H 2.4527 -3.8672 0.1367 0.191
H 3.5831 2.7883 -3.2782 0.408
H 3.0546 0.7316 0.3576 0.215
H -2.4565 0.4229 3.4564 0.211
H -4.1493 1.6943 2.0821 0.220
H -2.6186 1.1178 -1.2045 0.218
H -0.0901 1.7804 -2.1151 0.238
H 1.2971 -0.1655 1.5905 0.204
H 0.8920 3.7132 0.0199 0.215
H -3.2039 -0.8394 -2.5752 0.216
H -0.0303 4.2189 -1.4095 0.261
```

Values from the calculation:
HOMO	-8.81	eV
SMILES	O=C(C[C@H]1C(=O)NCCN1CC1CCCCC1)NC1(c2ccccc2)CC1
ΔE to the lowest compared entry with this formula, charge and spin	0.820	eV
frontier orbital gap	9.39	eV
max |F|	0.60	eV Å⁻¹
spin multiplicity	1



Q: Among the records above, which one has the highest spin multiplicity?
A: C5H7N